1.
DFT (ωB97M-V/def2-TZVPD) results for C32H54N2O3P2Rh as an isolated structure.

orbital gap (alpha / beta) = 7.473 / 4.917 eV
LUMO (alpha / beta) = -2.90 / -5.65 eV
expectation value of S² = 6.028
strongest force on any atom = 0.11233 Eh/bohr
2S+1 = 5
charge = +1

Atoms and positions in Å:
Rh  -1.89781  0.81234  -2.64256
C  1.19539  0.15633  -1.65573
C  0.29419  1.36142  -1.69706
C  0.94603  0.86922  0.52442
C  1.51584  -0.13947  -0.32874
C  0.29580  1.81633  -0.26837
C  1.88918  -0.52546  -2.77457
H  1.57149  -0.11964  -3.73460
H  1.74360  -1.61733  -2.79288
H  2.97046  -0.36075  -2.64279
C  2.34441  -1.27042  0.16862
H  1.78620  -2.22320  0.22365
H  2.65678  -1.04935  1.19900
H  3.23785  -1.44162  -0.45041
C  1.00448  0.81922  2.02074
H  2.01440  0.96977  2.44068
H  0.64395  -0.18077  2.33213
H  0.34080  1.56316  2.47839
C  -0.03907  3.19714  0.20296
H  0.88392  3.81772  0.15160
H  -0.35019  3.21934  1.26690
H  -0.84001  3.66972  -0.39031
C  0.63046  2.47248  -2.63870
H  1.18246  3.24577  -2.08420
H  -0.28317  2.94151  -3.03149
H  1.25091  2.13809  -3.48187
C  -3.76280  -1.19924  -4.78843
C  -2.76951  -0.69188  -5.53872
C  -2.82443  0.61533  -6.25995
C  -3.19096  1.84627  -5.40198
C  -3.00769  1.68380  -3.88503
C  -4.06078  1.24854  -3.08819
C  -5.28333  0.52182  -3.58934
C  -5.12631  -0.61232  -4.64733
H  -3.49559  0.51762  -7.12964
H  -4.22598  2.12277  -5.65627
H  -1.84072  0.78159  -6.72398
H  -5.47866  -0.22563  -5.61697
H  -3.67023  -2.21296  -4.38717
H  -1.95017  -1.35286  -5.85409
H  -5.80625  -1.45124  -4.40127
H  -5.83990  0.08497  -2.75284
H  -4.21975  1.69603  -2.09530
H  -6.00019  1.26575  -3.98047
H  -2.59580  2.71739  -5.72948
H  -2.27028  2.46545  -3.46996
P  -1.32190  -1.34691  -1.54117
P  -2.89350  1.12842  -0.28474
C  -3.14138  -1.65499  -1.14899
C  -3.86055  -0.47311  -0.46976
H  -3.13704  -2.50974  -0.43345
H  -3.63766  -1.89558  -2.09871
H  -4.77591  -0.20001  -0.98370
H  -4.15061  -0.75517  0.54240
C  -2.23066  0.87452  1.39119
H  -1.24309  0.39522  1.32056
H  -2.88108  0.14827  1.91862
H  -2.20408  1.84393  1.93671
C  -3.76444  2.77976  -0.05003
H  -4.77556  2.72315  0.38056
H  -3.85417  3.37515  -0.98258
H  -3.14222  3.39912  0.61373
C  -0.50275  -3.00187  -1.25534
H  0.54629  -2.89954  -0.93176
H  -0.51637  -3.66427  -2.14596
H  -1.02687  -3.43965  -0.38863
C  -1.11570  -1.49054  -3.35407
H  -1.29062  -0.57314  -3.99608
H  -1.79196  -2.28962  -3.69305
H  -0.07544  -1.74345  -3.58359
C  2.18129  -4.62259  5.04167
C  1.65403  -3.96522  3.78242
C  0.13524  -4.11359  3.50314
C  -0.35230  -5.59321  3.55642
C  0.47332  -6.54778  2.70483
C  -0.71099  -3.28560  4.49248
O  -0.43902  -3.10505  5.67369
N  -1.88296  -2.80377  3.94618
C  -2.13428  -2.51953  2.59368
O  -3.12571  -1.81682  2.35897
N  -1.24561  -2.97850  1.67850
C  -0.13091  -3.61215  2.06025
O  0.77164  -3.85541  1.21990
H  1.57815  -4.39345  5.92502
H  3.19628  -4.24897  5.20200
H  2.24916  -5.71092  4.94975
H  1.88599  -2.88675  3.78255
H  2.17751  -4.35204  2.89708
H  -0.39850  -5.92846  4.60461
H  -1.38491  -5.59396  3.17832
H  1.35115  -6.90116  3.25203
H  -0.14306  -7.41501  2.45318
H  0.79915  -6.05183  1.78298
H  -2.54157  -2.35452  4.57055

=====

2.
DFT (ωB97M-V/def2-TZVPD) results for C32H54O10S4 as an isolated structure.

orbital gap = 6.568 eV
LUMO = -0.29 eV
strongest force on any atom = 0.33199 Eh/bohr

Atoms and positions in Å:
C  -2.27596  -5.08669  -0.64804
S  -2.26686  -3.99357  0.90959
O  -3.40270  -4.50453  1.85117
C  -2.75657  -2.33989  0.18255
H  -3.30364  -5.00144  -1.00121
H  -2.18927  -6.16027  -0.48068
H  -1.50895  -4.75267  -1.34678
H  -3.52417  -2.52253  -0.56946
H  -1.91292  -1.87931  -0.33149
H  -2.96001  -1.54158  0.89627
C  1.53614  -4.91569  0.53689
S  0.76058  -4.56032  -1.19442
O  -0.26372  -5.68322  -1.40505
C  -0.08880  -2.94290  -0.88021
H  0.72805  -5.37723  1.10443
H  1.64573  -3.94558  1.02162
H  2.36351  -5.62088  0.45778
H  0.47306  -2.01392  -0.97723
H  -0.43726  -2.87369  0.15026
H  -0.95174  -2.86159  -1.54116
C  1.75820  -1.14172  4.89404
S  1.12415  -0.54447  3.28496
O  0.43198  -1.67630  2.46442
C  -0.15009  0.51561  4.06524
H  2.29514  -0.27849  5.28728
H  2.54492  -1.85998  4.66327
H  0.88292  -1.46078  5.45988
H  0.35764  1.42045  4.39925
H  -0.64406  0.04759  4.91674
H  -0.84170  0.66492  3.23609
C  -4.92001  -0.69325  0.19945
S  -3.74810  0.64957  -0.42545
O  -4.57246  1.89759  -0.64734
C  -3.19354  0.91292  1.26132
H  -5.27529  -1.09178  -0.75083
H  -5.83371  -0.40409  0.71871
H  -4.31158  -1.45344  0.68937
H  -3.00263  0.00314  1.83049
H  -3.93039  1.55318  1.74632
H  -2.25192  1.46184  1.27392
C  -0.15719  0.05279  -1.29580
C  0.25776  1.23208  -0.78641
C  -0.03761  1.55681  0.52044
C  -0.60122  0.61050  1.36062
C  -1.12754  -0.60212  0.87108
C  -0.89197  -0.84972  -0.49013
H  0.00500  -0.14290  -2.34546
H  0.81205  1.96909  -1.34854
H  0.36123  2.44879  0.98056
H  -0.72617  0.79164  2.41796
H  -1.63599  -1.26395  1.55654
H  -1.16332  -1.79060  -0.94569
C  -2.74202  4.30053  -1.05355
C  -2.37856  2.99958  -0.65739
C  -1.75958  2.11916  -1.47316
C  -1.36082  2.49850  -2.75972
C  -1.84332  3.71780  -3.23222
C  -2.57605  4.60888  -2.42308
H  -3.35236  4.82118  -0.33050
H  -2.61037  2.77003  0.37215
H  -1.40130  1.14361  -1.17931
H  -0.87861  1.84244  -3.46928
H  -1.71341  3.98382  -4.27084
H  -3.08017  5.45636  -2.86356
O  4.08737  0.08037  -0.86146
C  3.27560  -0.48511  -0.16944
O  3.69997  -1.24406  0.92771
C  2.54064  -1.92921  1.52938
C  1.30196  -1.36312  0.92216
C  1.80221  -0.54724  -0.31666
H  2.43495  -1.70424  2.59066
H  2.63682  -2.99512  1.32278
H  0.70822  -0.89917  1.70975
H  0.72305  -2.23275  0.61119
H  1.51557  0.50416  -0.33827
H  1.59684  -1.00826  -1.28279
O  0.95888  0.11898  -2.68388
C  1.16341  1.24145  -3.12658
O  0.80020  2.35183  -2.38318
C  0.82198  3.51388  -3.20943
C  1.89041  3.08539  -4.16263
C  1.91931  1.52536  -4.41921
H  1.05300  4.33306  -2.52851
H  -0.15273  3.61852  -3.68599
H  2.85295  3.43800  -3.79210
H  1.59946  3.64375  -5.05239
H  2.91563  1.08843  -4.48640
H  1.24469  1.25328  -5.23099
O  5.80053  2.66373  1.69445
C  4.68960  2.26689  1.46322
O  3.88230  2.85037  0.55988
C  2.77376  2.00209  0.22186
C  2.55634  1.49573  1.71367
C  3.94899  1.11275  2.09465
H  2.87283  1.21770  -0.52850
H  1.82892  2.43198  -0.11067
H  1.82166  0.69183  1.75939
H  2.20456  2.42546  2.16082
H  4.20588  0.24081  1.49311
H  4.24180  0.99321  3.13776

=====

3.
DFT (ωB97M-V/def2-TZVPD) results for C32H55AsGeN6O4S2V as an isolated structure.

orbital gap (alpha / beta) = 3.546 / 4.641 eV
LUMO (alpha / beta) = 3.74 / 3.74 eV
expectation value of S² = 3.864
strongest force on any atom = 0.03901 Eh/bohr
2S+1 = 4
charge = -2
relative energy (zero: lowest compared OMol25 entry of this formula, charge and spin) = 31.6 kJ/mol

Atoms and positions in Å:
V  0.30482  -0.56807  -0.27399
C  -6.30911  -3.08555  3.76164
C  -4.90279  -2.77803  3.32684
C  -4.19231  -3.65421  2.50921
C  -2.92078  -3.34516  2.06188
C  -2.33265  -2.13750  2.41969
C  -3.00904  -1.27874  3.27260
C  -4.27776  -1.59298  3.72259
S  -0.71267  -1.73425  1.78204
O  -0.73488  -0.27018  1.57087
O  0.18653  -2.14538  2.86085
N  -0.55811  -2.51820  0.45396
C  0.60110  -3.37478  0.27611
C  1.36597  -2.99625  -1.01520
O  2.09078  -3.84289  -1.54156
O  1.17344  -1.81310  -1.45294
H  -6.68818  -3.97134  3.25194
H  -6.97707  -2.25289  3.53212
H  -6.36466  -3.26263  4.83851
H  -4.65270  -4.58777  2.20403
H  -2.36641  -4.01202  1.41386
H  -2.52584  -0.35164  3.55753
H  -4.81612  -0.90478  4.36512
H  0.30710  -4.42723  0.20175
H  1.29928  -3.28763  1.11619
C  -3.50744  3.30207  1.18798
C  -2.08674  2.98149  0.76273
N  -2.12268  2.05405  -0.35109
C  -2.88799  0.92399  -0.26884
N  -2.50572  -0.16157  -0.86836
C  -3.40539  -1.29685  -0.89932
C  -4.87459  -0.91036  -0.79154
C  -5.04742  -0.02110  0.41558
N  -4.15869  1.11669  0.32350
C  -4.23288  2.00055  1.47185
H  -4.01242  3.81635  0.36599
H  -3.52213  3.94722  2.07075
H  -1.51305  2.56725  1.60468
H  -1.57174  3.88394  0.42626
H  -1.14165  1.73434  -0.65947
H  -3.14022  -1.98710  -0.09731
H  -3.23378  -1.82225  -1.84467
H  -5.50608  -1.79726  -0.68782
H  -5.16717  -0.36405  -1.69266
H  -4.87040  -0.60305  1.32519
H  -6.07244  0.36960  0.46682
H  -3.80635  1.51979  2.36677
H  -5.29197  2.19459  1.67962
C  1.55092  -0.54525  5.66605
C  1.98104  0.45407  4.64169
C  2.32460  1.75226  4.87318
C  2.72380  2.55765  3.79174
N  2.70079  2.07676  2.50722
C  2.37168  0.83735  2.28306
S  2.41929  0.17577  0.68008
N  2.11291  -0.04154  3.33895
C  3.10828  3.99643  3.96614
H  1.22948  -0.05660  6.58620
H  2.37598  -1.22881  5.90579
H  0.73495  -1.15486  5.27128
H  2.27310  2.16582  5.87470
H  1.57670  -0.87145  3.12194
H  3.35973  4.20773  5.00842
H  2.28801  4.66451  3.66979
H  3.96455  4.23909  3.33274
C  3.95406  -1.80352  -4.89750
C  4.82326  -1.35077  -3.72634
As  3.75601  -0.33445  -2.35567
C  5.28279  -0.03899  -1.09046
C  6.72413  -0.10616  -1.59080
C  3.78814  1.47221  -3.23182
C  4.89665  1.85575  -4.20644
H  4.51691  -2.43455  -5.59349
H  3.56505  -0.94702  -5.45314
H  3.10195  -2.37181  -4.52178
H  5.68971  -0.78952  -4.08612
H  5.19234  -2.23651  -3.20153
H  5.14165  -0.78075  -0.30225
H  5.08357  0.92779  -0.62513
H  6.95754  -1.09912  -1.97948
H  7.42607  0.10524  -0.77721
H  6.91175  0.61982  -2.38348
H  3.76436  2.17305  -2.39317
H  2.82327  1.56541  -3.73492
H  5.87958  1.82787  -3.73390
H  4.74161  2.87161  -4.58498
H  4.91514  1.18295  -5.06690
C  0.50336  -0.29828  -4.44616
Ge  -0.38663  0.98816  -3.20041
C  -0.16348  2.84468  -3.98295
C  -2.33622  0.80319  -3.63346
C  0.39519  0.88739  -1.42274
H  -0.11698  -0.57797  -5.30075
H  0.72540  -1.18481  -3.84931
H  1.45278  0.09795  -4.80939
H  -0.48509  2.86799  -5.02785
H  0.86290  3.21262  -3.92529
H  -0.80287  3.52745  -3.41750
H  -2.50701  1.13478  -4.66199
H  -2.92584  1.42606  -2.96034
H  -2.67770  -0.22832  -3.54143
H  1.12187  1.70648  -1.32516

=====

4.
DFT (ωB97M-V/def2-TZVPD) results for a 18-piece molecular cluster, C32H55Cl34NO4S3 overall.

orbital gap = 7.326 eV
LUMO = -0.96 eV
strongest force on any atom = 0.07636 Eh/bohr
relative energy (zero: lowest compared OMol25 entry of this formula, charge and spin) = 387.9 kJ/mol

Atoms and positions in Å:
C  -0.79306  -2.62357  3.56476
C  -1.17498  -3.10648  2.07342
N  0.03278  -3.36915  1.25228
C  -0.26498  -4.03120  -0.04896
C  -1.40848  -3.28752  -0.91729
C  0.87723  -2.19108  1.10625
S  0.24012  -0.63319  0.93011
S  2.69392  -2.44772  1.15827
C  3.52446  -1.72041  -0.33404
C  3.43692  -0.12916  -0.43273
C  4.07074  0.64280  0.80692
C  3.36816  2.01473  1.15923
C  2.44305  2.71586  0.36749
C  1.82968  4.06727  0.97982
O  1.67227  5.10528  0.31851
C  1.48314  3.96708  2.54926
C  2.41919  3.25422  3.34862
C  2.25223  2.98920  4.90553
S  1.03832  1.55060  5.05021
O  -0.25774  2.00357  5.67505
O  1.67624  0.36545  5.71477
C  3.70696  2.65342  2.59470
O  4.86091  2.71794  3.06343
H  -0.85238  -1.48346  3.66791
H  -1.48949  -3.11561  4.32058
H  0.26201  -2.99148  3.80379
H  -1.79030  -4.06688  2.20397
H  -1.89001  -2.33170  1.64367
H  -0.61469  -5.11030  0.13942
H  0.69015  -4.01396  -0.66241
H  -2.34618  -3.93230  -0.96827
H  -1.63809  -2.23988  -0.50171
H  -1.01321  -3.18747  -1.98112
H  3.01080  -2.13536  -1.27366
H  4.61047  -2.05018  -0.38508
H  2.37742  0.22523  -0.64424
H  4.05368  0.17468  -1.35311
H  3.93532  -0.02710  1.73260
H  5.20901  0.78572  0.72252
H  2.13066  2.30529  -0.64318
H  0.54067  4.41173  2.98946
H  1.89580  3.90328  5.47321
H  3.24206  2.59890  5.31098
H  0.71148  1.13600  3.74297
C  -0.11113  -5.75506  -3.68482
Cl  1.09079  -5.88160  -2.39573
Cl  -1.66151  -5.14070  -3.08183
H  0.26387  -5.07602  -4.44898
H  -0.26662  -6.74148  -4.11407
C  6.14037  -0.70247  -3.58072
Cl  4.52036  -1.34198  -3.28080
Cl  7.08749  -0.64191  -2.08956
H  6.64701  -1.34643  -4.29497
H  6.05478  0.30388  -3.98702
C  -2.38744  3.51789  1.48061
Cl  -1.81034  3.10588  3.10075
Cl  -1.39807  2.74682  0.23548
H  -3.41592  3.17913  1.37463
H  -2.33976  4.59807  1.35217
C  -5.15569  -2.50913  -2.11878
Cl  -4.64659  -2.86386  -0.46431
Cl  -4.14325  -3.34643  -3.31153
H  -6.18653  -2.83487  -2.24422
H  -5.08464  -1.43569  -2.28751
C  -3.21663  0.39414  5.10095
Cl  -2.88414  -1.20507  5.77860
Cl  -4.72148  0.39647  4.17072
H  -3.30248  1.11189  5.91442
H  -2.39543  0.67762  4.44468
C  0.18854  6.32697  6.23999
Cl  -0.81843  5.75794  4.90496
Cl  1.68463  7.05991  5.64669
H  -0.36603  7.06838  6.81258
H  0.43902  5.47892  6.87457
C  -7.01651  -2.22530  -5.32742
Cl  -8.09206  -3.46909  -5.97933
Cl  -7.82738  -1.27078  -4.07727
H  -6.14321  -2.70535  -4.89431
H  -6.71349  -1.56491  -6.13303
C  0.34455  -8.26758  -7.18682
Cl  1.51468  -8.40975  -5.86822
Cl  -1.21097  -7.65822  -6.60845
H  0.73719  -7.57961  -7.93380
H  0.19444  -9.24928  -7.63211
C  3.30472  -2.20326  5.02083
Cl  4.03121  -1.15439  3.79678
Cl  3.34251  -3.89796  4.51739
H  3.86037  -2.09802  5.95062
H  2.26960  -1.90206  5.17334
C  -6.25794  2.49931  0.65417
Cl  -5.50648  3.55177  -0.55327
Cl  -6.17807  0.80534  0.16251
H  -5.73413  2.61755  1.60168
H  -7.30159  2.78483  0.77159
C  -3.60767  -1.85379  -6.94179
Cl  -4.67563  -3.10101  -7.59759
Cl  -4.42273  -0.90298  -5.69419
H  -2.73223  -2.33183  -6.50533
H  -3.30231  -1.18996  -7.74840
C  4.44207  -5.34791  -6.11765
Cl  3.22556  -4.27308  -5.41656
Cl  3.79451  -6.24204  -7.50024
H  5.29011  -4.75303  -6.45138
H  4.76513  -6.05712  -5.35712
C  -6.34742  5.97295  -3.40538
Cl  -7.30789  5.35267  -4.75347
Cl  -4.81954  6.65881  -3.97118
H  -6.91499  6.74819  -2.89389
H  -6.13461  5.15665  -2.71806
C  1.62749  2.32561  8.99089
Cl  3.33555  2.36282  8.53905
Cl  0.77318  3.74672  8.37668
H  1.16991  1.43067  8.57160
H  1.54870  2.30791  10.07629
C  3.63534  8.76355  8.02943
Cl  4.34730  7.49547  9.03429
Cl  2.67430  9.88594  9.00039
H  4.43443  9.31585  7.53799
H  2.99100  8.30163  7.28329
C  7.52545  -4.78525  -3.84485
Cl  7.22753  -3.65029  -5.16832
Cl  7.72713  -3.93534  -2.30950
H  6.67889  -5.46507  -3.76427
H  8.43163  -5.34836  -4.06014
C  -4.77516  6.15712  -7.66255
Cl  -4.02335  7.20727  -8.87015
Cl  -4.69482  4.46035  -8.15239
H  -4.25235  6.27674  -6.71505
H  -5.81895  6.44260  -7.54612